Below is 5 unconnected molecules or ions with the total composition C30H36ClF33N5O5 at a distorted geometry, with properties calculated with ωB97M-V with the def2-TZVPD basis set.

Each line ends with the Löwdin charge.
Cartesian coordinates (Å):
C: 5.123 -2.407 2.638  -0.11
C: 5.523 -1.031 3.342  -0.19
C: 4.483 0.175 3.034  -0.17
O: 4.506 1.026 4.228  -0.11
N: 4.429 2.339 3.923  -0.05
C: 3.272 3.028 3.802  -0.20
N: 3.257 4.430 3.517  0.14
C: 1.881 4.826 3.504  0.06
N: 1.165 3.609 3.759  -0.12
C: -0.318 3.784 3.742  -0.12
C: -1.084 3.101 4.965  -0.27
N: -2.474 3.683 5.112  -0.01
N: 1.939 2.506 3.928  -0.37
Cl: 1.378 0.924 4.212  0.87
C: 5.675 3.161 3.747  -0.22
F: 5.845 4.077 4.848  -0.02
C: 7.001 2.290 3.688  -0.16
C: 8.296 3.171 3.304  -0.09
H: 5.674 -2.522 1.641  0.08
H: 5.547 -3.243 3.304  0.09
H: 4.008 -2.594 2.560  0.07
H: 6.601 -0.707 3.148  0.11
H: 5.453 -1.182 4.480  0.12
H: 3.452 -0.196 2.751  0.07
H: 4.988 0.787 2.201  0.14
H: 1.479 5.866 3.331  0.17
H: -0.768 3.491 2.725  0.15
H: -0.517 4.912 3.832  0.14
H: -0.531 3.153 5.957  0.13
H: -1.256 1.996 4.684  0.09
H: -2.987 2.922 5.597  0.08
H: -2.899 3.679 4.159  0.04
H: 5.612 3.727 2.752  0.17
H: 7.179 1.826 4.708  0.13
H: 6.942 1.466 2.900  0.10
H: 8.145 4.244 3.642  0.08
H: 8.428 3.176 2.168  0.08
H: 9.250 2.747 3.766  0.09
C: 2.184 -2.454 -2.570  -0.05
C: 2.223 -2.352 -1.028  -0.42
C: 2.713 -1.020 -0.464  -0.28
F: 3.983 -0.748 -0.810  0.10
F: 2.689 -1.047 0.899  0.05
F: 2.946 -3.385 -0.534  0.13
F: 0.945 -2.542 -0.581  0.10
O: 3.290 -3.119 -3.192  0.04
C: 4.431 -2.348 -3.495  -0.51
C: 5.679 -2.843 -2.758  -0.27
F: 5.520 -2.775 -1.417  0.09
F: 6.752 -2.077 -3.065  0.10
F: 4.177 -1.045 -3.275  0.14
F: 4.620 -2.471 -4.827  0.15
H: 1.328 -3.087 -2.810  0.12
H: 1.960 -1.497 -3.047  0.15
H: 2.077 -0.193 -0.791  0.18
H: 5.903 -3.879 -3.021  0.18
C: -4.816 -0.521 -1.962  -0.04
C: -4.087 0.839 -1.888  -0.43
C: -3.385 1.297 -3.166  -0.30
F: -2.401 0.459 -3.542  0.09
F: -2.800 2.507 -2.972  0.09
F: -3.224 0.821 -0.842  0.12
F: -5.031 1.775 -1.580  0.10
O: -4.118 -1.656 -1.434  0.04
C: -3.238 -2.342 -2.295  -0.51
C: -1.794 -2.319 -1.787  -0.26
F: -1.324 -1.056 -1.693  0.09
F: -0.966 -2.982 -2.638  0.07
F: -3.360 -1.871 -3.546  0.14
F: -3.677 -3.621 -2.334  0.15
H: -5.691 -0.426 -1.315  0.15
H: -5.228 -0.721 -2.954  0.15
H: -4.094 1.399 -3.993  0.18
H: -1.719 -2.782 -0.801  0.18
C: 1.397 -5.530 -6.722  -0.04
C: 0.526 -6.565 -7.468  -0.44
C: -0.140 -6.080 -8.755  -0.30
F: -1.005 -5.071 -8.539  0.09
F: -0.859 -7.083 -9.317  0.10
F: -0.391 -7.069 -6.609  0.13
F: 1.347 -7.605 -7.796  0.11
O: 0.793 -4.860 -5.607  0.03
C: 0.045 -3.696 -5.869  -0.50
C: -1.425 -3.840 -5.458  -0.28
F: -2.029 -4.838 -6.136  0.11
F: -2.115 -2.707 -5.734  0.10
F: 0.192 -3.338 -7.156  0.15
F: 0.629 -2.711 -5.141  0.13
H: 2.217 -6.098 -6.274  0.15
H: 1.888 -4.829 -7.401  0.15
H: 0.604 -5.753 -9.487  0.17
H: -1.516 -4.051 -4.393  0.15
C: -8.859 3.280 2.833  -0.04
C: -8.909 3.334 4.376  -0.44
C: -8.543 4.674 5.014  -0.30
F: -7.273 5.040 4.750  0.09
F: -8.640 4.592 6.365  0.10
F: -8.145 2.334 4.877  0.13
F: -10.192 3.045 4.738  0.11
O: -7.681 2.710 2.245  0.03
C: -6.583 3.563 2.020  -0.51
C: -5.341 3.127 2.803  -0.27
F: -5.564 3.142 4.134  0.10
F: -4.303 3.974 2.571  0.07
F: -6.932 4.838 2.263  0.15
F: -6.323 3.494 0.696  0.14
H: -9.659 2.598 2.532  0.15
H: -9.124 4.235 2.373  0.15
H: -9.214 5.469 4.679  0.18
H: -5.036 2.116 2.523  0.18

Calculated values
HOMO-LUMO gap in eV: 8.7
Max |F| in Eh/bohr: 0.1461
Molecular weight in Da: 1209.0
Net charge: +1
LUMO energy in eV: -3.7

Below is a single C25H37N5O4 molecule, with properties calculated with ωB97M-V with the def2-TZVPD basis set.

Each line ends with the Löwdin charge.
Cartesian coordinates (Å):
C: -4.092 -0.945 -2.594  0.03
C: -5.297 -0.635 -2.160  -0.15
C: -5.625 0.359 -1.080  -0.20
O: -4.531 1.057 -0.528  -0.04
C: -3.705 0.428 0.347  -0.27
C: -2.740 1.235 0.954  0.00
C: -1.823 0.691 1.826  -0.03
C: -1.843 -0.665 2.132  -0.23
C: -0.800 -1.272 3.026  -0.16
N: 0.430 -1.594 2.295  -0.20
C: 1.416 -2.136 3.215  -0.09
C: 0.168 -2.540 1.217  -0.09
C: 1.366 -2.753 0.304  -0.43
O: 2.008 -3.787 0.315  0.07
N: 1.662 -1.730 -0.537  0.01
C: 2.583 -1.985 -1.636  -0.10
C: 3.964 -1.329 -1.478  -0.40
C: 5.000 -2.145 -2.248  -0.08
C: 3.970 0.116 -1.973  -0.07
C: 0.968 -0.491 -0.545  -0.12
C: 1.358 0.523 0.299  -0.24
N: 2.394 0.345 1.165  0.21
N: 0.780 1.764 0.225  0.07
C: 1.242 2.870 1.045  -0.13
C: 2.607 3.421 0.604  -0.41
C: 2.539 3.924 -0.835  -0.06
C: 3.016 4.548 1.549  -0.07
C: -0.231 2.048 -0.686  -0.50
O: -0.728 3.147 -0.777  0.08
N: -0.620 0.999 -1.464  0.23
C: -0.109 -0.302 -1.478  -0.41
O: -0.580 -1.133 -2.228  0.08
C: -2.835 -1.450 1.561  -0.04
C: -3.758 -0.922 0.677  0.00
H: -3.942 -1.666 -3.379  0.06
H: -3.197 -0.512 -2.182  0.04
H: -6.179 -1.094 -2.589  0.10
H: -6.260 1.145 -1.507  0.13
H: -6.203 -0.139 -0.286  0.13
H: -2.728 2.286 0.711  0.12
H: -1.084 1.330 2.288  0.11
H: -0.525 -0.560 3.810  0.12
H: -1.211 -2.174 3.511  0.13
H: 1.034 -3.003 3.774  0.09
H: 2.296 -2.461 2.663  0.08
H: 1.705 -1.365 3.931  0.09
H: -0.112 -3.531 1.610  0.14
H: -0.652 -2.155 0.607  0.12
H: 2.109 -1.653 -2.564  0.14
H: 2.706 -3.070 -1.671  0.12
H: 4.232 -1.344 -0.417  0.13
H: 4.733 -2.196 -3.302  0.08
H: 5.984 -1.689 -2.164  0.08
H: 5.056 -3.158 -1.858  0.08
H: 4.956 0.556 -1.841  0.08
H: 3.250 0.722 -1.431  0.04
H: 3.721 0.149 -3.032  0.09
H: 2.402 0.896 2.007  0.10
H: 2.638 -0.624 1.298  0.09
H: 0.491 3.656 0.934  0.13
H: 1.269 2.566 2.096  0.12
H: 3.355 2.622 0.660  0.12
H: 3.492 4.358 -1.128  0.08
H: 1.764 4.679 -0.937  0.09
H: 2.312 3.111 -1.522  0.07
H: 2.292 5.358 1.506  0.08
H: 3.988 4.942 1.267  0.08
H: 3.076 4.195 2.577  0.08
H: -1.383 1.193 -2.104  0.17
H: -2.889 -2.502 1.803  0.12
H: -4.495 -1.573 0.235  0.11

Calculated values
HOMO-LUMO gap in eV: 8.8
Max |F| in Eh/bohr: 0.0138
SMILES: C=CCOc1ccc(CN(C)CC(=O)N(CC(C)C)c2c(N)n(CC(C)C)c(=O)[nH]c2=O)cc1
Molecular weight in Da: 471.6
LUMO energy in eV: 0.4

Below is 2 unconnected molecules or ions with the total composition C5H15NO2 at a distorted geometry, with properties calculated with ωB97M-V with the def2-TZVPD basis set.

Each line ends with the Löwdin charge.
Cartesian coordinates (Å):
C: -1.139 -0.346 -2.704  -0.13
N: -1.085 -0.067 -1.239  -0.11
C: 0.294 0.147 -0.725  -0.24
C: 0.406 1.468 0.086  -0.19
C: 0.722 1.358 1.578  -0.20
C: -0.310 0.506 2.308  -0.28
O: -0.080 0.478 3.714  -0.07
H: -1.783 0.367 -3.214  0.06
H: -0.155 -0.386 -3.155  0.06
H: -1.574 -1.336 -2.864  0.07
H: -1.483 -0.870 -0.773  0.08
H: 0.972 0.238 -1.566  0.10
H: 0.584 -0.683 -0.075  0.09
H: -0.568 1.951 -0.018  0.10
H: 1.063 2.160 -0.438  0.10
H: 1.710 0.919 1.736  0.11
H: 0.680 2.364 1.991  0.11
H: -0.320 -0.505 1.883  0.11
H: -1.305 0.918 2.193  0.12
H: 0.618 -0.166 3.910  0.09
O: 1.070 -2.628 -2.475  -0.05
H: 0.747 -2.283 -1.627  0.02
H: 0.817 -3.555 -2.500  0.04

Calculated values
HOMO-LUMO gap in eV: 9.5
Max |F| in Eh/bohr: 0.0221
SMILES: CNCCCCO.O
Molecular weight in Da: 121.2
LUMO energy in eV: 0.6

Below is a single C12H20N2 molecule, with properties calculated with ωB97M-V with the def2-TZVPD basis set.

Each line ends with the Löwdin charge.
Cartesian coordinates (Å):
C: -4.672 -0.659 -0.562  -0.12
C: -3.464 0.041 -1.174  -0.27
C: -2.585 0.739 -0.137  -0.23
C: -1.896 -0.227 0.823  -0.21
C: -0.848 0.489 1.685  -0.14
C: 0.318 0.934 0.872  -0.28
N: 0.411 2.161 0.385  0.08
N: 1.554 2.206 -0.307  0.03
C: 2.209 1.023 -0.276  -0.21
C: 1.435 0.167 0.477  -0.13
C: 1.831 -1.242 0.761  -0.14
C: 2.932 -1.659 -0.219  -0.20
C: 4.033 -0.599 -0.297  -0.19
C: 3.503 0.693 -0.927  -0.13
H: -4.363 -1.473 0.089  0.06
H: -5.262 0.044 0.023  0.07
H: -5.307 -1.072 -1.342  0.07
H: -2.864 -0.688 -1.724  0.10
H: -3.815 0.787 -1.892  0.10
H: -3.192 1.443 0.436  0.12
H: -1.817 1.318 -0.654  0.10
H: -2.634 -0.689 1.481  0.11
H: -1.410 -1.021 0.251  0.11
H: -1.304 1.361 2.155  0.12
H: -0.497 -0.190 2.466  0.11
H: 1.830 3.059 -0.764  0.16
H: 0.973 -1.912 0.673  0.11
H: 2.202 -1.318 1.789  0.12
H: 3.361 -2.613 0.094  0.11
H: 2.498 -1.794 -1.212  0.12
H: 4.873 -0.976 -0.884  0.11
H: 4.393 -0.386 0.711  0.12
H: 4.222 1.507 -0.802  0.12
H: 3.351 0.547 -2.002  0.12

Calculated values
HOMO-LUMO gap in eV: 9.6
Max |F| in Eh/bohr: 0.0151
SMILES: CCCCCc1n[nH]c2c1CCCC2
Molecular weight in Da: 192.3
LUMO energy in eV: 1.0

Below is a single C5H9P molecule at a distorted geometry, with properties calculated with ωB97M-V with the def2-TZVPD basis set.

Each line ends with the Löwdin charge.
Cartesian coordinates (Å):
C: 1.545 0.360 0.541  -0.25
C: 0.792 1.315 0.971  0.11
C: 1.191 -0.688 -0.482  -0.20
C: -0.248 -0.633 -1.100  -0.29
C: -1.204 0.354 -0.534  -0.45
P: -2.420 -0.136 0.679  0.76
H: 2.569 0.211 0.888  0.10
H: 0.751 2.130 1.645  0.02
H: 1.922 -0.622 -1.295  0.10
H: 1.340 -1.664 -0.013  0.10
H: -0.134 -0.448 -2.170  0.10
H: -0.664 -1.634 -0.974  0.09
H: -1.454 1.219 -1.133  0.04
H: -2.427 1.039 1.430  -0.12
H: -1.558 -0.804 1.545  -0.11

Calculated values
HOMO-LUMO gap (alpha / beta) in eV: 8.4 / 7.9
Max |F| in Eh/bohr: 0.0393
Molecular weight in Da: 100.1
LUMO energy (alpha / beta) in eV: 0.5 / 0.5

Below is a molecular structure, C23H15ClMnN8O4S3 at a distorted geometry, with properties calculated with ωB97M-V with the def2-TZVPD basis set.

Each line ends with the Löwdin charge.
Cartesian coordinates (Å):
Mn: -0.052 0.396 0.117  0.05
C: -0.557 -3.933 -0.068  -0.02
C: -0.550 -2.449 -0.217  -0.24
N: -0.052 -1.624 0.647  -0.04
N: 0.437 -2.131 1.814  0.01
C: 1.024 -1.215 2.530  -0.83
N: 1.592 -1.642 3.710  0.05
S: 1.162 0.446 2.132  0.69
C: -1.051 -1.782 -1.416  -0.15
C: -1.537 -2.522 -2.582  -0.02
C: -1.486 -2.204 -3.879  0.00
C: -0.776 -1.043 -4.524  -0.23
C: -0.344 0.780 -2.933  -0.22
N: -1.148 -0.508 -1.162  -0.05
H: -0.227 -4.204 0.929  0.06
H: 0.116 -4.383 -0.803  0.09
H: -1.557 -4.332 -0.248  0.08
H: 1.196 -2.499 4.065  0.08
H: 1.728 -0.918 4.394  0.06
H: -2.003 -3.467 -2.323  0.10
H: -1.939 -2.916 -4.560  0.11
H: -0.846 -1.122 -5.604  0.12
H: -0.064 1.823 -3.045  0.12
S: -2.003 0.879 1.268  0.68
C: -2.123 2.589 0.975  -0.71
C: -3.350 3.220 1.370  -0.30
N: -4.345 3.691 1.711  0.14
C: -1.115 3.320 0.451  -0.70
S: 0.424 2.636 0.008  0.69
C: -1.258 4.736 0.276  -0.29
N: -1.336 5.876 0.136  0.14
O: 2.871 -1.990 -4.354  0.11
C: 1.574 -2.087 -4.597  -0.48
O: 1.128 -2.987 -5.276  0.08
C: 0.659 -1.038 -4.048  -0.05
C: -1.327 0.309 -4.028  -0.49
Cl: -0.509 1.609 -5.733  0.09
N: -2.603 0.349 -3.823  0.10
N: -1.008 0.657 -1.639  0.01
C: 0.852 -0.133 -3.084  -0.01
C: 1.990 -0.081 -2.100  -0.52
O: 3.161 -0.217 -2.486  0.04
O: 1.651 0.016 -0.878  -0.10
C: -3.187 1.474 -3.250  -0.30
C: -2.768 2.791 -3.460  -0.05
C: -3.410 3.849 -2.826  -0.10
C: -4.474 3.634 -1.963  -0.13
C: -4.904 2.325 -1.755  -0.12
C: -4.284 1.271 -2.399  -0.05
H: 3.072 -1.212 -3.735  0.07
H: -1.924 2.973 -4.111  0.04
H: -3.050 4.858 -2.993  0.10
H: -4.942 4.459 -1.441  0.09
H: -5.707 2.127 -1.052  0.09
H: -4.589 0.247 -2.207  0.10

Calculated values
HOMO-LUMO gap (alpha / beta) in eV: 5.6 / 6.2
Max |F| in Eh/bohr: 0.0374
Multiplicity: 2
Molecular weight in Da: 654.0
Net charge: -2
LUMO energy (alpha / beta) in eV: 3.3 / 3.8

For the records above, the corresponding calculated total energy values read -5570.0273 -1549.6307 -404.6978 -578.7720 -537.0842 -4430.3205 Eh.